# 1
Formula: C25H40BrI2N3O16PS3
Source: OMol25
Level of theory: wB97M-V/def2-TZVPD

Geometry (Å):
C1 0.12 0.23 2.65
C2 0.84 0.99 1.62
C3 0.36 1.07 0.08
C4 1.02 0.13 -1.06
P1 2.34 -1.20 -0.76
O1 2.04 -2.53 -1.88
Br1 2.16 -2.19 1.27
C5 0.45 0.41 -2.55
C6 0.98 -0.37 -3.88
O2 2.13 0.05 -4.34
O3 0.21 -1.42 -4.48
C7 0.94 -2.12 -5.54
C8 1.98 -3.23 -4.92
N1 2.66 -3.89 -6.08
C9 -0.70 1.52 -2.85
C10 -1.23 1.75 -4.37
C11 -0.09 2.70 -5.10
C12 -0.12 4.24 -4.60
C13 0.87 4.53 -3.32
N2 0.18 5.35 -2.24
C14 -1.24 2.30 -1.57
C15 -2.40 3.44 -1.78
O4 -3.76 2.95 -1.52
C16 -4.40 2.55 -2.78
N3 -0.71 2.08 -0.22
C17 -1.29 2.87 0.94
I1 -0.40 4.72 1.65
C18 -2.49 2.25 1.54
C19 -3.07 0.84 0.96
I2 -3.52 3.13 3.25
H1 -1.02 0.30 2.79
H2 0.71 -0.53 3.32
H3 1.79 1.61 1.92
H4 1.13 -2.86 -1.62
H5 0.13 -2.73 -6.13
H6 1.45 -1.43 -6.32
H7 1.43 -3.98 -4.22
H8 2.76 -2.61 -4.31
H9 3.33 -3.20 -6.46
H10 1.92 -3.98 -6.83
H11 -2.22 2.34 -4.45
H12 -1.26 0.78 -5.00
H13 0.96 2.28 -4.85
H14 -0.23 2.70 -6.26
H15 0.34 4.88 -5.47
H16 -1.19 4.66 -4.45
H17 1.25 3.56 -2.83
H18 1.83 5.14 -3.62
H19 0.41 6.36 -2.31
H20 0.43 4.99 -1.29
H21 -2.23 4.39 -1.14
H22 -2.40 3.80 -2.89
H23 -4.45 3.43 -3.56
H24 -5.50 2.24 -2.59
H25 -3.87 1.60 -3.22
H26 -4.05 0.61 1.51
H27 -3.27 0.85 -0.18
H28 -2.34 -0.07 1.14
C20 3.56 -5.67 4.26
C21 4.30 -4.86 5.32
O5 3.44 -3.76 5.62
S1 1.90 -4.25 5.47
O6 1.40 -4.59 6.77
O7 1.22 -3.33 4.59
O8 2.19 -5.62 4.65
H29 3.65 -5.21 3.28
H30 3.91 -6.70 4.22
H31 5.27 -4.50 4.96
H32 4.45 -5.44 6.23
C22 -5.31 3.84 8.40
C23 -6.66 3.50 7.79
O9 -7.03 4.66 7.05
S2 -5.69 5.37 6.47
O10 -5.50 4.93 5.11
O11 -5.70 6.75 6.85
O12 -4.61 4.58 7.40
H33 -5.42 4.48 9.28
H34 -4.74 2.94 8.67
H35 -7.41 3.27 8.55
H36 -6.58 2.66 7.09
C24 4.85 -6.31 -1.43
C25 5.62 -5.56 -0.35
O13 4.77 -4.48 0.03
S3 3.22 -4.94 -0.13
O14 2.74 -5.35 1.16
O15 2.53 -3.96 -0.95
O16 3.48 -6.27 -1.02
H37 4.93 -5.79 -2.40
H38 5.19 -7.34 -1.54
H39 6.58 -5.20 -0.70
H40 5.77 -6.20 0.53

The value obtained for the total energy is -191817.9311 eV. Its charge is +1.



# 2
Formula: C5H14N2O
Source: OMol25
Level of theory: wB97M-V/def2-TZVPD

Geometry (Å):
H1 0.28 -2.43 0.47
N1 0.39 -1.72 1.18
C1 0.67 -0.55 0.79
C2 0.85 0.49 1.85
N2 0.75 -0.12 -0.53
C3 1.49 1.07 -0.87
C4 0.69 -1.11 -1.58
H2 0.16 1.31 1.71
H3 1.87 0.88 1.84
H4 0.66 0.02 2.81
H5 1.24 1.37 -1.89
H6 1.22 1.89 -0.21
H7 2.58 0.91 -0.82
H8 -0.15 -1.78 -1.42
H9 0.54 -0.61 -2.54
H10 1.61 -1.71 -1.65
C5 -2.77 0.21 0.29
O1 -1.94 1.21 -0.24
H11 -3.08 -0.51 -0.48
H12 -3.66 0.71 0.67
H13 -2.29 -0.33 1.11
H14 -1.11 0.79 -0.51

The value obtained for the total energy is -10439.1186 eV. Its relative energy (zero: lowest compared OMol25 entry of this formula, charge and spin) is 1.9094 eV. Its charge is 0. As for the structure (SMILES): [H]/N=C(/C)N(C)C.CO.